17
Properties=species:S:1:pos:R:3 method="wB97M-V/def2-TZVPD" e_above_lowest_ev=3.260 e_homo_ha=-0.2924 lumo_ha=0.0413 gap_ev=9.1
C 1.200 1.284 -0.548
C 0.785 -1.623 -0.182
C 0.578 0.633 0.690
N -2.455 0.316 0.216
N -1.514 -0.326 -0.497
N -0.022 -0.664 0.508
H 0.512 1.192 -1.383
H 1.390 2.337 -0.355
H 2.142 0.807 -0.808
H 0.276 -2.588 -0.167
H 1.025 -1.357 -1.217
H 1.718 -1.723 0.380
H 1.334 0.531 1.480
H -0.204 1.290 1.089
H -2.756 -0.104 1.094
H -2.233 1.299 0.314
H -1.777 -1.303 -0.614